No. 1
Here is the molecule C3H8O2S from OMol25. Energies are from ωB97M-V/def2-TZVPD.

XYZ file:
```
14
Properties=species:S:1:pos:R:3:forces:R:3:mulliken_spin:R:1
C 1.5373 -1.4006 0.0455 -1.3 -0.7 1.5 0.002
C 0.6242 1.1083 -0.4125 1.0 -2.7 -2.5 0.005
C 0.4505 -0.2873 0.2542 -0.2 0.1 -2.0 0.023
O -3.0324 0.6554 0.7037 -5.8 4.0 8.5 0.812
O -2.2258 0.2555 -0.5034 3.8 -2.4 -7.8 0.536
S -1.2612 -0.9086 -0.3726 3.0 -1.4 -0.8 0.621
H 2.5298 -1.0899 0.5399 -1.5 -0.5 -0.9 0.002
H 1.0697 -2.2960 0.6449 1.4 1.3 -1.1 0.002
H 1.6517 -1.7410 -1.0074 0.0 0.5 0.7 0.003
H 1.4647 1.5111 0.0309 1.9 1.1 0.8 0.003
H -0.1927 1.6211 -0.1227 -2.7 2.1 1.0 0.004
H 0.7045 1.2667 -1.5415 0.0 -1.0 1.4 -0.002
H 0.3619 -0.0474 1.2828 -0.1 -0.1 1.1 0.000
H -3.6823 1.3527 0.4582 0.5 -0.3 0.0 -0.011
```
Positions in Å, forces in eV/Å.

2S+1   3
HOMO-LUMO gap (spin up / spin down)   0.25633 / 0.24151 Eh

No. 2
Here is the ion C4H12NS2 with charge +1 from OMol25. Energies are from ωB97M-V/def2-TZVPD.

XYZ file:
```
19
Properties=species:S:1:pos:R:3:forces:R:3:lowdin_charge:R:1
C 2.3503 -1.8342 -1.6623 -0.3 -1.1 0.6 -0.168
C 2.2636 -0.4376 -1.1143 -0.7 0.3 0.0 -0.547
S 0.5305 0.2278 -1.1098 0.1 -0.4 -0.4 0.489
S 0.5902 1.6004 0.3826 0.2 0.4 -0.1 0.561
C -0.5162 0.9270 1.6245 -0.6 -0.1 0.1 -0.545
C -1.9843 1.2270 1.3054 1.2 -0.2 0.4 -0.213
N -2.4765 0.2724 0.2551 -1.6 0.7 0.1 0.178
H 2.0209 -1.9419 -2.6969 0.5 0.2 0.0 0.080
H 1.7635 -2.5754 -1.1080 -0.3 0.4 0.2 0.074
H 3.3545 -2.2108 -1.4659 0.2 0.2 -0.7 0.085
H 2.8078 0.2602 -1.7404 0.3 0.1 0.1 0.071
H 2.5671 -0.3627 -0.0762 0.3 -0.1 0.0 0.060
H -0.4023 -0.1500 1.7655 0.3 0.1 0.1 0.088
H -0.2663 1.4437 2.5499 0.0 -0.1 0.1 0.086
H -2.5858 1.1244 2.2092 -0.3 -0.1 -0.3 0.138
H -2.0490 2.2210 0.8854 -0.3 0.2 0.0 0.119
H -2.5801 -0.6815 0.5997 0.5 -0.2 -0.1 0.175
H -3.4317 0.5628 0.0217 0.0 -0.1 -0.1 0.175
H -1.9564 0.3273 -0.6253 0.5 -0.3 0.2 0.093
```
Positions in Å, forces in eV/Å.

2S+1   1
Total charge   +1
HOMO-LUMO gap   0.32528 Eh
SMILES   CCSSCC[NH3+]

No. 3
Here is the ion C6H6N with charge +1 from OMol25. Energies are from ωB97M-V/def2-TZVPD.

XYZ file:
```
13
Properties=species:S:1:pos:R:3:forces:R:3:lowdin_charge:R:1
C 2.5900 1.4920 0.7132 -2.7 -1.5 -1.1 0.256
C 0.5229 -0.5361 -1.4970 0.3 -0.2 -0.1 0.180
C 0.2124 -1.2807 -0.2815 0.8 0.6 -2.5 -0.042
C -0.5179 -0.2781 0.4023 -0.6 1.1 0.0 -0.165
C 1.6547 1.0225 0.1694 0.3 0.6 0.3 -0.049
C 0.6090 0.3513 -0.3635 -2.0 -2.7 -0.1 -0.241
N -1.9146 -0.0164 -0.2677 1.9 -2.6 0.3 0.277
H 3.3675 2.0175 0.9259 4.6 2.8 1.7 0.007
H 0.6672 -2.2236 -0.0769 0.0 -0.5 0.7 0.143
H -0.6792 -0.3692 1.4518 0.0 0.6 0.9 0.158
H -2.3184 0.8771 -0.2832 -0.5 1.8 0.3 0.152
H -2.4055 -0.6678 0.3229 -1.5 -0.2 -0.4 0.163
H -1.7880 -0.3886 -1.2157 -0.6 0.1 0.1 0.161
```
Positions in Å, forces in eV/Å.

2S+1   1
Total charge   +1
HOMO-LUMO gap   0.33609 Eh

Max |F| values, unit eV/A, following the record order: 11.02 1.73 5.62.
ΔE to the lowest compared entry with this formula, charge and spin values, unit kcal/mol, following the record order: 63.1 5.5 115.0.
E values, unit eV, following the record order: -18163.13265 -27496.74589 -7794.75635.